Molecular formula: C43H48BrIrN6O2
Method: DFT, ωB97M-V/def2-TZVPD

Each line ends with the Mulliken charge.
Element x y z (Å)
Ir1 0.022 0.710 0.189  2.20
Br1 1.260 -2.748 0.211  -0.04
C1 -0.327 -2.403 -0.765  -0.10
C2 -0.791 -3.368 -1.642  -0.88
C3 -1.972 -3.110 -2.321  -0.77
C4 -2.643 -1.922 -2.082  -0.91
C5 -2.091 -1.019 -1.193  0.68
N1 -0.938 -1.250 -0.557  0.38
C6 -2.766 0.312 -0.873  0.20
O1 -3.875 0.518 -1.341  -0.81
O2 -2.070 1.068 -0.117  -0.74
H1 -0.240 -4.286 -1.777  0.53
H2 -2.362 -3.837 -3.020  0.46
H3 -3.581 -1.664 -2.554  0.61
C7 5.462 1.481 1.683  -1.51
C8 4.997 0.712 0.435  0.22
C9 4.590 -0.752 0.641  -1.08
C10 4.055 1.504 -0.471  1.79
C11 4.609 1.841 -1.709  -0.96
C12 3.987 2.693 -2.603  -1.76
C13 2.829 3.328 -2.197  0.47
C14 2.208 2.998 -1.001  0.20
C15 1.123 3.933 -0.483  2.09
C16 1.813 5.215 -0.001  -1.78
C17 -0.003 4.281 -1.447  -1.93
C18 2.735 1.950 -0.209  -0.94
N2 1.831 1.321 0.708  1.14
C19 2.132 0.958 1.985  -0.82
C20 1.035 0.670 2.775  -0.50
N3 -0.163 0.738 2.193  1.35
C21 -1.333 0.670 3.026  -0.47
C22 -1.970 -0.568 3.204  0.81
C23 -3.099 -0.644 4.011  -0.58
C24 -3.604 0.478 4.636  -1.41
C25 -2.958 1.688 4.470  -1.16
C26 -1.815 1.816 3.683  0.27
C27 -1.188 3.201 3.659  0.52
C28 -0.090 3.342 4.718  -1.53
C29 -0.689 3.688 2.307  -1.31
C30 -1.417 -1.845 2.611  2.56
C31 -0.732 -2.688 3.688  -1.71
C32 -2.494 -2.662 1.896  -1.76
H4 6.205 0.884 2.216  0.45
H5 4.695 1.770 2.393  0.27
H6 5.950 2.404 1.363  0.39
H7 5.922 0.672 -0.146  0.43
H8 3.585 -0.872 1.047  -0.03
H9 5.287 -1.254 1.314  0.53
H10 4.617 -1.273 -0.319  0.28
H11 5.585 1.439 -1.956  0.34
H12 4.439 2.912 -3.562  0.42
H13 2.389 4.104 -2.812  0.43
H14 0.668 3.448 0.374  -1.90
H15 2.247 5.762 -0.841  0.40
H16 2.614 4.994 0.707  0.40
H17 1.090 5.869 0.491  0.46
H18 0.363 4.787 -2.341  0.63
H19 -0.698 4.959 -0.948  0.53
H20 -0.573 3.401 -1.741  -0.03
H21 3.123 0.988 2.386  -0.06
H22 1.112 0.464 3.837  0.65
H23 -3.588 -1.601 4.150  0.35
H24 -4.489 0.412 5.256  0.37
H25 -3.342 2.571 4.967  0.43
H26 -1.998 3.870 3.963  0.70
H27 0.749 2.680 4.501  0.20
H28 -0.467 3.104 5.714  0.41
H29 0.290 4.366 4.730  0.42
H30 0.299 3.281 2.092  -0.16
H31 -0.601 4.777 2.321  0.46
H32 -1.363 3.401 1.498  0.28
H33 -0.656 -1.565 1.886  -1.40
H34 -1.455 -3.036 4.430  0.35
H35 0.033 -2.111 4.212  0.30
H36 -0.253 -3.563 3.242  0.44
H37 -3.214 -3.075 2.606  0.51
H38 -2.043 -3.506 1.367  0.37
H39 -3.049 -2.056 1.181  0.37
C33 2.212 -0.235 -3.431  -1.71
C34 1.755 0.002 -2.148  -0.36
N4 0.552 0.539 -1.898  0.74
C35 -0.219 0.846 -2.945  -0.09
C36 0.136 0.596 -4.264  0.20
C37 1.386 0.043 -4.504  -0.74
C38 -0.889 0.755 -5.317  -1.32
C39 -1.501 1.876 -5.682  -0.62
C40 -1.087 3.247 -5.329  0.83
C41 -2.020 4.272 -5.214  -0.66
C42 -1.533 5.545 -4.982  -0.17
N5 -0.230 5.805 -4.897  -0.60
C43 0.573 4.755 -5.017  -0.38
N6 0.222 3.491 -5.214  -0.35
H40 3.195 -0.662 -3.571  0.57
H41 2.335 -0.290 -1.288  0.87
H42 -1.205 1.235 -2.723  0.83
H43 1.704 -0.164 -5.518  0.53
H44 -1.219 -0.173 -5.776  0.40
H45 -2.351 1.805 -6.353  0.47
H46 -3.080 4.080 -5.301  0.44
H47 -2.206 6.387 -4.870  0.41
H48 1.638 4.954 -4.952  0.66

Summary:
HOMO-LUMO gap (spin up / spin down) (eV): 6.73 / 6.62

---

Molecular formula: C43H48N2O3P2S3SiY
Method: DFT, ωB97M-V/def2-TZVPD

Each line ends with the Mulliken charge.
Element x y z (Å)
Y1 -0.611 -0.224 -0.312  -1.50
S1 -0.182 0.567 2.744  -0.76
P1 -1.652 1.737 1.977  2.17
C1 -1.880 1.686 0.284  -0.56
P2 -1.140 2.969 -0.584  1.91
S2 0.817 3.292 -0.533  -0.66
C2 -1.648 2.663 -2.329  0.76
C3 -2.764 1.882 -2.620  -0.08
C4 -3.138 1.647 -3.939  -0.80
C5 -2.399 2.193 -4.979  -0.56
C6 -1.287 2.977 -4.696  -0.59
C7 -0.914 3.208 -3.379  -0.74
C8 -2.045 4.546 -0.264  0.65
C9 -1.379 5.732 0.007  -0.63
C10 -2.093 6.894 0.288  -0.59
C11 -3.480 6.875 0.291  -0.57
C12 -4.155 5.689 0.018  -0.63
C13 -3.440 4.531 -0.252  -0.57
C14 -3.203 1.161 2.774  -0.03
C15 -3.235 0.912 4.147  -0.56
C16 -4.400 0.478 4.759  -0.64
C17 -5.548 0.277 3.997  -0.54
C18 -5.524 0.524 2.632  -0.70
C19 -4.354 0.972 2.022  0.10
C20 -1.466 3.415 2.697  0.37
C21 -0.194 3.941 2.913  -0.42
C22 -0.043 5.236 3.394  -0.77
C23 -1.161 6.014 3.663  -0.54
C24 -2.432 5.497 3.444  -0.73
C25 -2.584 4.204 2.962  -0.29
H1 -3.319 1.434 -1.804  0.10
H2 -3.998 1.022 -4.151  0.42
H3 -2.680 1.998 -6.008  0.37
H4 -0.698 3.394 -5.504  0.40
H5 -0.030 3.791 -3.150  0.38
H6 -0.294 5.730 0.010  0.32
H7 -1.562 7.812 0.513  0.43
H8 -4.037 7.778 0.514  0.38
H9 -5.239 5.666 0.024  0.40
H10 -3.960 3.597 -0.437  0.22
H11 -2.329 1.048 4.728  0.45
H12 -4.413 0.278 5.824  0.43
H13 -6.456 -0.082 4.468  0.35
H14 -6.412 0.356 2.034  0.40
H15 -4.303 1.139 0.953  0.09
H16 0.671 3.332 2.690  0.28
H17 0.950 5.640 3.552  0.41
H18 -1.044 7.025 4.038  0.38
H19 -3.308 6.106 3.639  0.40
H20 -3.576 3.810 2.780  0.38
C26 -3.874 -3.769 6.266  -1.52
C27 -3.661 -3.476 4.802  1.14
C28 -4.417 -4.120 3.826  -0.82
C29 -4.241 -3.832 2.481  -0.92
C30 -3.301 -2.877 2.109  -0.13
C31 -2.534 -2.228 3.065  0.41
C32 -2.718 -2.534 4.402  -0.85
S3 -3.092 -2.522 0.387  1.24
O1 -3.643 -3.664 -0.297  -0.80
O2 -3.642 -1.222 0.081  -0.58
N1 -1.524 -2.315 0.154  1.11
C33 -0.542 -3.239 0.468  -0.09
C34 -0.730 -4.600 0.753  -0.91
C35 0.380 -5.361 1.045  -0.46
C36 1.646 -4.779 1.042  -1.02
C37 1.732 -3.437 0.733  -0.11
N2 0.674 -2.678 0.456  0.49
H21 -4.368 -4.730 6.410  0.39
H22 -4.501 -3.000 6.726  0.26
H23 -2.926 -3.783 6.806  0.37
H24 -5.150 -4.864 4.123  0.34
H25 -4.815 -4.340 1.717  0.53
H26 -1.800 -1.480 2.781  0.00
H27 -2.118 -2.017 5.145  0.39
H28 -1.726 -5.023 0.715  0.50
H29 0.266 -6.416 1.268  0.42
H30 2.537 -5.350 1.267  0.44
H31 2.694 -2.933 0.706  0.12
C38 4.292 0.112 0.472  -1.32
C39 3.028 0.796 -0.009  -0.35
O3 1.867 0.098 0.443  0.65
H32 5.171 0.645 0.100  0.45
H33 4.334 -0.918 0.112  0.21
H34 4.339 0.102 1.564  0.35
H35 2.971 0.798 -1.096  0.25
H36 2.981 1.832 0.323  0.38
H37 1.785 0.162 1.408  -0.16
C40 1.431 -1.766 -5.029  -1.21
Si1 0.965 -1.821 -3.203  0.31
C41 2.619 -2.003 -2.312  -0.42
C42 -0.036 -3.405 -3.017  -0.83
C43 0.066 -0.347 -2.603  -0.25
H38 2.034 -2.641 -5.302  0.28
H39 2.014 -0.867 -5.255  0.27
H40 0.539 -1.755 -5.666  0.31
H41 2.971 -3.040 -2.340  0.42
H42 2.530 -1.699 -1.265  -0.53
H43 3.380 -1.373 -2.787  0.40
H44 0.620 -4.273 -2.884  0.29
H45 -0.637 -3.574 -3.917  0.38
H46 -0.725 -3.370 -2.170  0.11
H47 -0.833 -0.208 -3.224  0.32
H48 0.698 0.538 -2.779  0.26

Summary:
Net charge: -1
HOMO-LUMO gap (eV): 6.99

---

Molecular formula: C43H49F3N2O29
Method: DFT, ωB97M-V/def2-TZVPD

Each line ends with the Mulliken charge.
Element x y z (Å)
C1 3.009 2.209 3.880  -0.40
C2 4.098 1.295 3.748  -0.06
C3 5.192 0.192 3.221  0.25
N1 4.604 -1.007 2.510  0.06
C4 3.998 -0.745 1.115  0.05
O1 4.667 -0.622 -0.034  -0.54
C5 2.410 -0.618 1.500  0.09
C6 1.138 0.102 0.759  -0.92
C7 -0.364 0.064 1.495  0.47
C8 -1.565 0.849 0.689  -0.14
C9 -1.280 2.496 0.686  0.16
C10 -2.270 3.089 -0.521  -0.78
O2 -1.588 3.052 2.014  -0.51
C11 -0.622 -0.682 2.969  0.29
C12 -2.065 -0.702 3.747  -0.55
C13 -3.298 -1.384 2.909  0.58
C14 -4.575 -0.311 3.017  -0.91
F1 -3.789 -2.671 3.468  -0.40
C15 0.670 -1.423 3.730  -0.75
N2 0.582 -2.100 5.081  0.31
C16 0.578 -3.609 4.987  0.53
O3 1.641 -4.416 5.040  -0.41
F2 -0.760 -4.277 4.872  -0.23
C17 1.612 -1.570 6.053  0.62
O4 2.151 -2.224 7.084  -0.49
F3 2.053 -0.138 5.871  -0.18
C18 2.102 -1.340 2.938  0.67
C19 3.611 -1.865 3.302  -0.07
O5 4.057 -2.809 4.134  -0.54
H1 2.172 3.043 4.049  0.30
H2 5.969 0.728 2.510  -0.25
H3 5.804 -0.154 4.186  0.32
H4 1.308 0.636 -0.282  0.32
H5 -2.649 0.573 1.031  -0.32
H6 -1.467 0.520 -0.449  0.44
H7 -0.144 2.691 0.383  0.40
H8 -1.775 4.081 -0.900  0.34
H9 -3.375 3.203 -0.144  -0.02
H10 -2.298 2.301 -1.401  0.29
H11 -0.689 3.301 2.422  0.32
H12 -1.924 -1.344 4.735  0.31
H13 -2.312 0.401 4.130  0.37
H14 -3.081 -1.485 1.740  0.24
H15 -4.338 0.688 2.406  0.49
H16 -4.594 0.034 4.160  0.32
H17 -5.585 -0.782 2.658  0.02
O6 -7.060 -1.293 0.700  -0.55
C20 -6.866 -2.489 0.838  0.70
O7 -7.571 -3.293 1.686  -0.31
C21 -7.204 -4.627 1.389  -0.37
C22 -5.856 -4.480 0.760  -0.06
O8 -5.914 -3.198 0.164  -0.29
H18 -7.174 -5.233 2.299  0.32
H19 -7.942 -5.053 0.702  0.26
H20 -5.047 -4.491 1.497  0.08
H21 -5.662 -5.250 0.008  0.29
O9 -13.523 -0.296 1.930  -0.56
C23 -12.350 -0.493 1.659  0.59
O10 -11.829 -1.708 1.321  -0.35
C24 -10.509 -1.478 0.866  0.03
C25 -10.142 -0.184 1.516  0.06
O11 -11.387 0.475 1.655  -0.34
H22 -9.848 -2.296 1.165  0.01
H23 -10.519 -1.409 -0.227  0.26
H24 -9.704 -0.324 2.510  0.22
H25 -9.456 0.409 0.906  0.06
O12 4.438 3.605 -3.934  -0.65
C26 4.872 2.482 -3.739  0.48
O13 4.879 1.485 -4.671  -0.28
C27 5.658 0.430 -4.139  -0.26
C28 5.582 0.658 -2.664  -0.16
O14 5.412 2.059 -2.559  -0.20
H26 5.248 -0.541 -4.431  0.33
H27 6.679 0.516 -4.523  0.23
H28 4.719 0.162 -2.208  0.17
H29 6.491 0.338 -2.146  0.27
O15 6.747 -1.410 -5.991  -0.59
C29 6.204 -1.345 -7.081  0.71
O16 6.720 -0.691 -8.163  -0.30
C30 5.915 -1.037 -9.275  -0.32
C31 4.615 -1.428 -8.650  -0.30
O17 4.999 -1.915 -7.378  -0.29
H30 5.811 -0.188 -9.957  0.29
H31 6.389 -1.867 -9.809  0.27
H32 3.944 -0.573 -8.513  0.26
H33 4.095 -2.201 -9.221  0.29
O18 -3.769 -6.149 1.168  -0.53
C32 -2.803 -6.560 1.789  0.50
O19 -1.793 -5.770 2.257  -0.19
C33 -0.998 -6.578 3.105  -0.23
C34 -1.275 -7.963 2.618  -0.35
O20 -2.591 -7.871 2.106  -0.32
H34 0.058 -6.309 3.017  0.28
H35 -1.319 -6.427 4.141  0.24
H36 -0.601 -8.264 1.808  0.26
H37 -1.221 -8.705 3.419  0.30
O21 4.756 8.653 -6.865  -0.56
C35 5.189 7.530 -6.670  0.62
O22 5.196 6.533 -7.602  -0.33
C36 5.975 5.478 -7.069  -0.31
C37 5.900 5.706 -5.594  -0.08
O23 5.730 7.107 -5.490  -0.34
H38 5.566 4.508 -7.362  0.25
H39 6.997 5.564 -7.454  0.27
H40 5.037 5.210 -5.138  0.19
H41 6.808 5.386 -5.077  0.32
O24 6.351 2.938 1.245  -0.53
C38 7.524 2.741 0.973  0.69
O25 8.045 1.525 0.636  -0.26
C39 9.365 1.756 0.180  -0.33
C40 9.732 3.050 0.830  -0.32
O26 8.487 3.709 0.969  -0.32
H42 10.027 0.938 0.479  0.31
H43 9.355 1.825 -0.913  0.25
H44 10.170 2.910 1.824  0.25
H45 10.418 3.643 0.220  0.30
O27 -5.021 1.921 1.342  -0.48
C41 -5.969 2.625 1.036  0.31
O28 -5.877 3.953 0.731  -0.31
C42 -7.137 4.345 0.218  -0.39
C43 -8.073 3.336 0.800  -0.38
O29 -7.260 2.189 0.956  -0.09
H46 -7.380 5.365 0.526  0.29
H47 -7.102 4.301 -0.876  0.29
H48 -8.454 3.636 1.782  0.29
H49 -8.919 3.125 0.140  0.33

Summary:
HOMO-LUMO gap (eV): 7.55
Structure (SMILES): C#CCN1C(=O)c2cc(C[C@@H](C)O)c(C[C@H](C)F)c(N(C(=O)F)C(=O)F)c2C1=O.O=C1OCCO1.O=C1OCCO1.O=C1OCCO1.O=C1OCCO1.O=C1OCCO1.O=C1OCCO1.O=C1OCCO1.O=C1OCCO1

---

For each record above, in turn, the calculated max |F| values are 0.633 1.367 10.127 eV Å⁻¹.
For each record above, in turn, the calculated electronic energy values are -131287.7566 -114504.3629 -115874.4218 eV.